1.
The following is a quantum chemistry calculation of a 2-piece molecular cluster, ClH3NO2P overall in a non-equilibrium geometry, from OMol25.

ORCA input file:
```
! wB97M-V def2-TZVPD RIJCOSX def2/J DEFGRID3
* xyz 0 1
N 0.3043 -0.1117 -0.7248
O -2.1872 0.8666 0.5891
O 2.1652 -1.9428 -0.5932
P 1.5580 -0.7657 -0.0811
Cl 3.0073 0.5358 0.7424
H -0.3476 0.6762 -0.4614
H -2.2697 -0.0737 0.9051
H -2.2304 0.8155 -0.3761
*
```

Relative energy (zero: lowest compared OMol25 entry of this formula, charge and spin)   46.78 kcal/mol
Calculated total energy   -1008.578484 hartree
HOMO   -10.96 eV
HOMO-LUMO gap   9.27 eV
LUMO energy   -1.69 eV

Atom charges from the Löwdin analysis, given in e for atoms 1 to 4: atom 1 (N): -0.18, atom 2 (O): -0.09, atom 3 (O): -0.35, atom 4 (P): 0.28

2.
The following is a quantum chemistry calculation of C34H64F24N8O18S8 as an isolated structure in a non-equilibrium geometry, from OMol25.

ORCA input file:
```
! wB97M-V def2-TZVPD RIJCOSX def2/J DEFGRID3
* xyz 0 1
C 0.6156 -3.3446 0.8176
N -0.1930 -2.0833 0.8795
C -1.5072 -2.1592 0.1777
C -0.4418 -1.7992 2.3484
C 0.6560 -0.9196 0.3004
C -0.0781 0.4063 0.2082
O -1.2040 0.3513 -0.6510
H 0.6812 -3.6845 -0.2154
H 0.2556 -4.1214 1.4898
H 1.6232 -3.0334 1.0874
H -2.0989 -1.2860 0.4346
H -2.0348 -3.0858 0.3887
H -1.2613 -1.9739 -0.8665
H 0.4804 -1.5628 2.8751
H -1.1404 -2.4907 2.8101
H -0.9291 -0.8187 2.4099
H 1.1317 -1.3093 -0.5945
H 1.4786 -0.7840 1.0050
H 0.6908 1.1299 -0.0803
H -0.3443 0.7128 1.2260
H -1.4162 1.2947 -0.8035
C 6.3812 3.2496 1.3406
N 5.7020 2.5628 0.1627
C 4.6105 3.4846 -0.3262
C 6.8154 2.4783 -0.8659
C 5.2914 1.1623 0.4476
C 4.5391 0.8293 1.7372
O 5.3279 0.9581 2.9042
H 6.9249 4.1007 0.9452
H 7.0534 2.5227 1.7915
H 5.6006 3.4501 2.0691
H 4.9848 4.5010 -0.4355
H 3.7575 3.3394 0.3273
H 4.4043 3.2604 -1.3745
H 6.8566 3.3943 -1.4623
H 6.6517 1.8128 -1.7164
H 7.7494 2.2824 -0.3528
H 6.0386 0.3864 0.2846
H 4.5617 1.0273 -0.3555
H 4.1711 -0.1939 1.6125
H 3.5922 1.3804 1.8151
H 4.7403 1.3415 3.5616
C 0.5902 2.0296 -6.5842
C 0.0684 0.6072 -6.3320
C -1.0643 0.7589 -5.2825
N -1.6444 -0.5132 -4.6899
C -0.5850 -1.3500 -3.9447
C -2.3635 -1.3958 -5.7003
C -3.8210 -1.0257 -5.6472
C -4.0628 -0.1250 -4.3739
C -2.7028 -0.1406 -3.6748
H 0.9675 1.9239 -7.6080
H 1.4013 2.4116 -5.9725
H -0.1915 2.7675 -6.7645
H 0.7433 -0.1557 -5.9399
H -0.2806 0.1550 -7.2612
H -1.8508 1.3407 -5.7628
H -0.6385 1.3470 -4.4724
H -1.0834 -2.2847 -3.6997
H -0.3430 -0.7089 -3.1026
H 0.2049 -1.6357 -4.6339
H -2.1581 -2.4282 -5.4292
H -1.9019 -1.1521 -6.6555
H -4.3583 -1.9718 -5.6118
H -4.0142 -0.4888 -6.5739
H -4.9431 -0.4809 -3.8521
H -4.2254 0.8563 -4.8173
H -2.6525 -0.9135 -2.9085
H -2.4353 0.8136 -3.2239
C 0.5851 7.3100 1.5098
C 0.1614 5.9667 2.0726
C -1.3207 5.8907 2.3281
N -1.7378 4.6330 3.0668
C -1.3711 3.3494 2.3468
C -3.2776 4.8046 3.1982
C -3.4806 5.3563 4.5872
C -2.4792 4.5614 5.3979
C -1.2246 4.5500 4.5376
H 0.4821 7.3677 0.4233
H 1.6441 7.4951 1.6892
H -0.0079 8.1620 1.8464
H 0.7581 5.6458 2.9335
H 0.5069 5.2033 1.3671
H -1.8790 5.8886 1.3880
H -1.7264 6.7739 2.8238
H -1.9523 2.5404 2.7829
H -0.3046 3.1708 2.4426
H -1.7167 3.4917 1.3302
H -3.7235 3.8084 3.2372
H -3.7191 5.3085 2.3436
H -4.4894 5.1276 4.9244
H -3.2373 6.4184 4.6299
H -2.7228 3.5130 5.5853
H -2.2341 4.9826 6.3724
H -0.4905 3.7634 4.6704
H -0.7570 5.5265 4.6771
C -4.6730 -3.6476 2.4260
F -5.1464 -2.6626 1.6583
F -3.3421 -3.5707 2.5014
F -5.1513 -3.4899 3.6420
S -5.1914 -5.3723 1.7505
O -5.2097 -6.1987 2.9460
O -6.4576 -5.1559 1.1197
N -3.9589 -5.7588 0.6578
S -4.4348 -5.3313 -0.7888
O -5.4468 -6.2732 -1.2737
O -4.7594 -3.9486 -1.0669
C -2.9144 -5.7210 -1.9867
F -3.1012 -6.8811 -2.5649
F -2.9273 -4.7591 -2.9161
F -1.7599 -5.7795 -1.3273
C 0.8114 3.7973 -1.7377
F 1.4603 4.9628 -1.8488
F 1.3644 2.8494 -2.4553
F 0.9060 3.4892 -0.4154
S -1.0542 4.0491 -2.1956
O -1.2414 5.4710 -2.0854
O -1.2938 3.4530 -3.4932
N -1.8048 2.9924 -1.0904
S -3.2709 3.5860 -0.9961
O -3.4584 4.7669 -0.1311
O -4.0072 3.6155 -2.2346
C -4.1510 2.1771 -0.0513
F -4.0488 1.0800 -0.8016
F -3.6726 1.9656 1.1722
F -5.4540 2.4421 0.0345
C -1.6016 -6.4359 5.4097
F -2.6573 -6.0316 4.6820
F -1.7568 -5.9613 6.6382
F -1.6048 -7.7470 5.3766
S 0.0064 -5.6999 4.6462
O -0.2644 -4.2767 4.4365
O 1.0064 -5.9441 5.6655
N 0.0888 -6.4760 3.1524
S 1.6393 -6.7600 3.1082
O 2.4350 -5.5567 3.2350
O 1.9806 -7.9270 3.8963
C 1.8202 -7.3150 1.3326
F 3.1020 -7.4001 0.9613
F 1.2214 -8.4748 1.1402
F 1.3511 -6.3054 0.5855
C 3.1416 -0.5505 -2.7013
F 4.3402 -0.0389 -2.4491
F 2.1927 0.1394 -2.0676
F 2.8664 -0.5008 -4.0049
S 3.1448 -2.3530 -2.1430
O 1.8061 -2.8544 -2.3494
O 4.0857 -3.0880 -2.9463
N 3.4961 -2.1124 -0.5187
S 4.5452 -3.1880 -0.1324
O 3.9413 -4.5011 -0.2351
O 5.8523 -3.0881 -0.7422
C 4.8396 -2.8976 1.7193
F 5.8930 -2.0936 1.9608
F 3.7440 -2.2948 2.2070
F 5.0746 -4.0334 2.3383
*
```

Relative energy (zero: lowest compared OMol25 entry of this formula, charge and spin)   4.30 kcal/mol
Calculated total energy   -8708.142461 hartree
HOMO   -7.56 eV
HOMO-LUMO gap   5.64 eV
LUMO energy   -1.93 eV

Atom charges from the Löwdin analysis, given in e for atoms 1 to 4: atom 1 (C): 0.03, atom 2 (N): -0.29, atom 3 (C): 0.03, atom 4 (C): 0.02

3.
The following is a quantum chemistry calculation of one molecule with the formula C16H20N2O3S3, from OMol25.

ORCA input file:
```
! wB97M-V def2-TZVPD RIJCOSX def2/J DEFGRID3
* xyz 0 1
C -0.1689 0.1345 4.3609
H 0.7755 0.1389 4.8952
H -0.9898 0.0102 5.0616
H -0.1699 -0.6621 3.6231
S -0.3110 1.7536 3.5463
C -1.8603 1.5167 2.5914
C -1.6462 1.3589 1.0911
H -1.1856 2.2611 0.6861
C -0.7741 0.1515 0.7188
N 0.6313 0.4891 0.8027
S 1.7346 -0.6907 0.4027
O 3.0021 -0.2228 0.8692
O 1.5710 -1.0046 -0.9822
C 1.2694 -2.1068 1.3561
C 0.2939 -3.0197 1.0948
C 0.1958 -3.9926 2.1139
C 1.0938 -3.7881 3.1151
S 2.0864 -2.4088 2.8378
H 1.2368 -4.3729 4.0019
H -0.5104 -4.8024 2.0964
H -0.3202 -2.9850 0.2128
H 0.8803 0.9625 1.6655
H -1.0351 -0.6963 1.3747
C -1.0888 -0.3049 -0.7137
O -1.7553 -1.2986 -0.9225
N -0.6452 0.5368 -1.6558
H 0.0455 1.2173 -1.3756
C -0.6759 0.1916 -3.0614
C -1.0354 1.3804 -3.9092
C -0.3820 1.6192 -5.1105
C -0.7269 2.7070 -5.8938
C -1.7247 3.5727 -5.4804
C -2.3793 3.3434 -4.2817
C -2.0383 2.2527 -3.5028
H -2.5520 2.0680 -2.5705
H -3.1600 4.0149 -3.9552
H -1.9917 4.4233 -6.0898
H -0.2127 2.8813 -6.8274
H 0.3998 0.9473 -5.4340
H -1.4294 -0.5964 -3.1672
H 0.2948 -0.2202 -3.3582
H -2.6275 1.2337 0.6262
H -2.3591 0.6452 3.0118
H -2.4683 2.4007 2.7833
*
```

Relative energy (zero: lowest compared OMol25 entry of this formula, charge and spin)   1.15 kcal/mol
Calculated total energy   -2151.493464 hartree
SMILES   CSCC[C@H](NS(=O)(=O)c1cccs1)C(=O)NCc1ccccc1
HOMO   -9.02 eV
HOMO-LUMO gap   9.48 eV
LUMO energy   0.46 eV

Atom charges from the Löwdin analysis, given in e for atoms 1 to 4: atom 1 (C): -0.39, atom 2 (H): 0.03, atom 3 (H): 0.04, atom 4 (H): 0.00

4.
The following is a quantum chemistry calculation of C32H80F6Li3N3O28S6 as an isolated structure in a non-equilibrium geometry, from OMol25.

ORCA input file:
```
! wB97M-V def2-TZVPD RIJCOSX def2/J DEFGRID3
* xyz -1 2
Li 3.1433 3.7602 0.9192
Li 3.6240 -1.6502 1.0836
Li 4.2332 0.8308 0.4962
N 5.1467 -0.5828 1.5491
S 6.6375 -0.8616 0.8057
O 7.2079 -2.2088 0.7821
O 7.6190 0.1718 0.5082
F 5.9266 -0.9073 -0.6458
S 5.8905 -0.6155 2.9262
O 6.8754 0.4406 3.2915
O 6.0476 -1.9590 3.5224
F 4.6417 -0.0651 3.9085
N 2.4283 -0.0822 0.3600
S 1.2471 -0.0127 -0.9117
O 0.9205 1.2613 -1.5637
O 0.1147 -0.9161 -0.7944
F 2.0685 -0.8190 -2.0495
S 1.4624 0.7713 1.2785
O 0.1060 0.3879 1.7126
O 1.7227 2.1939 1.1291
F 2.3629 0.4122 2.5811
N 2.9554 4.8615 2.5731
S 1.3329 4.9525 3.1539
O 0.9194 6.2592 3.6129
O 0.5848 3.7496 3.5779
F 0.9133 5.0175 1.5995
S 3.4683 4.0674 3.8093
O 3.5076 2.6151 3.6330
O 3.3374 4.6639 5.0999
F 5.0032 4.4414 3.4444
C 4.0769 -3.8313 -1.2443
O 3.6105 -3.5308 0.1039
C 2.1881 -3.7848 0.2658
C 1.7916 -3.8299 1.6961
O 2.3924 -2.6423 2.3379
C 1.7980 -2.5969 3.6700
H 4.2542 -4.9052 -1.3015
H 5.0299 -3.3579 -1.4808
H 3.3995 -3.5721 -2.0579
H 1.9770 -4.7798 -0.1261
H 1.6066 -3.0166 -0.2440
H 2.1028 -4.7889 2.1104
H 0.7071 -3.7854 1.5968
H 1.9644 -3.5723 4.1273
H 0.7367 -2.3641 3.7563
H 2.2620 -1.7971 4.2471
C 1.6755 -3.1478 -5.8874
O 0.8793 -3.9839 -5.0899
C 0.4219 -3.5054 -3.9099
C -0.3090 -4.6878 -3.2349
O -0.8064 -4.2737 -1.9518
C -1.3787 -5.3429 -1.1912
H 2.5915 -2.9620 -5.3265
H 1.1548 -2.2165 -6.1101
H 1.9481 -3.6427 -6.8195
H -0.3376 -2.7487 -4.1065
H 1.1980 -3.0315 -3.3089
H 0.3982 -5.5135 -3.1559
H -1.1495 -4.8117 -3.9177
H -2.3346 -5.5766 -1.6598
H -1.5811 -4.8717 -0.2293
H -0.6107 -6.0943 -1.0076
C 1.8606 0.8096 6.3031
O 0.4857 0.8312 5.6907
C -0.5432 0.9484 6.6165
C -0.8259 -0.3645 7.4237
O -1.2613 -1.5069 6.6285
C -2.5289 -1.2257 6.0074
H 1.9596 -0.0729 6.9353
H 2.0355 1.6800 6.9355
H 2.6097 0.6942 5.5197
H -1.4203 1.2896 6.0665
H -0.4580 1.7989 7.2928
H -1.6152 -0.0692 8.1151
H 0.0047 -0.8249 7.9588
H -2.2778 -0.6491 5.1172
H -3.3395 -0.7780 6.5824
H -2.9786 -2.1716 5.7055
C -2.6205 -0.0835 -2.2867
O -3.6982 0.4160 -2.9764
C -3.7212 0.0914 -4.3222
C -3.5457 1.3896 -5.0967
O -3.5145 0.9598 -6.5203
C -3.0131 2.0054 -7.3899
H -1.6414 0.3954 -2.2849
H -2.5498 -1.1536 -2.4816
H -2.9819 -0.1032 -1.2585
H -4.6827 -0.2803 -4.6765
H -2.9873 -0.7016 -4.4656
H -2.6123 1.8306 -4.7467
H -4.3754 2.0765 -4.9297
H -2.8493 1.5085 -8.3461
H -2.0889 2.4094 -6.9767
H -3.7623 2.7475 -7.6656
C -2.3971 2.3559 0.6588
O -3.2997 3.1992 1.3868
C -2.9375 3.1828 2.8095
C -3.3328 1.9348 3.7044
O -4.6267 1.5213 3.6561
C -5.1648 0.8623 2.5208
H -2.8178 2.1607 -0.3276
H -2.1934 1.4634 1.2505
H -1.5414 3.0085 0.4859
H -3.3583 4.0719 3.2792
H -1.8652 3.3382 2.9282
H -3.1951 2.1624 4.7615
H -2.6582 1.1214 3.4372
H -6.2487 0.8415 2.6335
H -4.6755 -0.1117 2.5284
H -4.8756 1.2952 1.5632
C -4.9703 -5.7663 4.8700
O -4.3697 -4.9786 3.8915
C -3.1201 -5.3559 3.4545
C -2.5297 -4.3981 2.3882
O -2.7285 -3.0034 2.6948
C -2.0618 -2.0547 1.8443
H -5.2532 -6.8060 4.7051
H -5.9222 -5.3138 5.1480
H -4.3572 -5.8049 5.7704
H -3.1074 -6.3430 2.9924
H -2.3374 -5.3859 4.2125
H -2.9789 -4.6973 1.4412
H -1.4510 -4.4153 2.2328
H -2.5934 -1.1535 2.1500
H -2.3414 -2.2416 0.8075
H -1.0090 -2.0014 2.1213
C 0.1469 4.1685 -2.2667
O -0.3008 5.2766 -3.1177
C -1.3826 5.0219 -3.9873
C -2.7489 4.5172 -3.4341
O -3.5167 5.5618 -2.7782
C -2.8711 6.2407 -1.7143
H 0.6697 3.3376 -2.7404
H -0.6429 3.7813 -1.6231
H 0.8201 4.5862 -1.5180
H -1.1525 4.1769 -4.6362
H -1.5314 5.9873 -4.4710
H -2.7413 3.6707 -2.7475
H -3.3647 4.0729 -4.2162
H -2.3607 7.0704 -2.2033
H -2.2607 5.5407 -1.1438
H -3.5526 6.6615 -0.9750
C 5.8905 2.3221 -5.0184
O 4.5018 2.3383 -4.8454
C 3.8025 1.4434 -5.7779
C 2.3378 1.8234 -5.6114
O 1.5075 0.5747 -5.5425
C 0.1845 0.9201 -5.0112
H 6.2673 2.6861 -5.9743
H 6.1491 1.2882 -4.7898
H 6.3850 2.8486 -4.2021
H 4.0414 0.3950 -5.5993
H 4.0767 1.6812 -6.8057
H 2.0043 2.4141 -6.4646
H 2.2007 2.3700 -4.6784
H 0.2924 1.3250 -4.0050
H -0.3276 -0.0410 -5.0586
H -0.3732 1.7416 -5.4609
*
```

Calculated total energy   -6548.702846 hartree
HOMO (spin up / spin down)   -3.02 / -7.25 eV
HOMO-LUMO gap (spin up / spin down)   3.36 / 7.36 eV
<S²>   0.75
LUMO energy (spin up / spin down)   0.34 / 0.11 eV

Atom charges from the Löwdin analysis, given in e for atoms 1 to 4: atom 1 (Li): 0.75, atom 2 (Li): 0.59, atom 3 (Li): 0.68, atom 4 (N): -0.51

> calculated total energy of number 3 (C16H20N2O3S3)?

-2151.493464 hartree

> Look up the calculated total energy of the second one.

-8708.142461 hartree

> Which of these has the highest calculated total energy?

ClH3NO2P